i | # BrClFHSi

BrClFHSi in the gas phase (the ωB97M-V functional and the def2-TZVPD basis, the OMol25 dataset).

Geometry (Å):
F 1.18431 -1.16232 -0.46006
Si 0.02491 -0.09684 -0.16896
Cl -0.74084 -0.52032 2.07867
Br 0.66701 1.92668 -0.39322
H -1.13539 -0.14720 -1.05643

Structure (SMILES): F[Si@@H](Cl)Br
Lowest unoccupied orbital energy in eV: 0.01
Net charge: 0

ii | # BrClFHSi

A molecular structure, BrClFHSi (the ωB97M-V functional and the def2-TZVPD basis, the OMol25 dataset).

Geometry (Å):
F -1.42369 -1.45984 0.57151
Si -1.12065 -0.14045 -0.29207
Cl 0.82433 -0.06578 -0.67034
Br 3.53817 0.78827 0.19769
H -1.81816 0.87780 0.19321

Lowest unoccupied orbital energy (spin up / spin down) in eV: -3.24 / -1.16
Net charge: 0

Which of them is most stable? Easy: i.